15
Properties=species:S:1:pos:R:3 method="wB97M-V/def2-TZVPD" multiplicity=1 smiles="C=C(CN)SC" max_force_ev_per_a=1.9 orbital_gap_ev=9.26
S -1.276 0.366 0.762
N 1.849 -0.333 -1.901
C -0.221 1.311 1.870
C -0.418 -1.717 -0.614
C 1.237 0.263 -0.719
C -0.097 -0.471 -0.267
H 0.287 0.642 2.550
H -1.409 -2.004 -0.270
H -0.027 -2.464 -1.307
H 0.922 1.257 -0.929
H -0.822 2.051 2.362
H 0.489 1.863 1.281
H 1.937 0.377 0.129
H 1.926 -1.312 -1.632
H 1.170 -0.249 -2.686